# 1
# C7H10

A 2-piece molecular cluster, C7H10 overall (the ωB97M-V functional and the def2-TZVPD basis, the OMol25 dataset).

Geometry as XYZ:
```
17
Properties=species:S:1:pos:R:3
C -2.057 -0.514 -0.031
C -1.637 0.575 -0.973
C -0.715 -0.270 -0.662
C 0.629 -0.844 -0.881
C 1.472 -0.713 0.387
C 1.541 0.547 1.202
C 0.771 -0.379 1.668
H -2.659 -1.340 -0.422
H -2.248 -0.309 1.029
H -1.947 1.357 -1.645
H 0.057 2.531 -0.543
H 0.490 -1.911 -1.109
H 1.091 -0.384 -1.765
H 2.336 -1.384 0.421
H 0.752 2.281 -0.474
H 2.023 1.497 1.370
H 0.100 -0.738 2.428
```

Properties
Total energy in eV: -7414.9560
SMILES string: C1=CC1CC1=CC1.[H][H]
ΔE to the lowest compared entry with this formula, charge and spin in kJ/mol: 586.51
Multiplicity: 1
Orbital gap in Ha: 0.375


# 2
# C7H10

An isolated ion of composition C7H10 and charge +1 (the ωB97M-V functional and the def2-TZVPD basis, the OMol25 dataset).

Geometry as XYZ:
```
17
Properties=species:S:1:pos:R:3
C -1.248 -1.856 -1.125
C -0.890 -3.015 -1.636
C -0.838 -1.013 -0.009
C -0.217 0.337 -0.303
C 0.303 1.023 0.731
C 0.909 2.363 0.735
C 1.830 2.732 1.631
H -2.097 -1.414 -1.742
H -1.485 -3.249 -2.393
H -0.017 -3.509 -1.317
H -1.611 -0.946 0.744
H -0.052 -1.648 0.461
H -0.217 0.658 -1.352
H 0.511 0.444 1.671
H 0.602 3.169 -0.036
H 2.127 2.266 2.560
H 2.392 3.657 1.380
```

Properties
Net charge: +1
Total energy in eV: -7409.7358
ΔE to the lowest compared entry with this formula, charge and spin in kJ/mol: 170.21
Multiplicity: 2
Orbital gap (spin up / spin down) in Ha: 0.317 / 0.199
<S²>: 0.779


# 3
# C7H10BINO4

A 2-piece molecular cluster, C7H10BINO4 overall (the ωB97M-V functional and the def2-TZVPD basis, the OMol25 dataset).

Geometry as XYZ:
```
24
Properties=species:S:1:pos:R:3
B 0.817 -0.632 1.658
C 1.019 0.274 -0.700
C -1.552 -1.171 0.930
C 1.603 -0.640 2.893
C 3.404 1.034 2.185
C 0.142 -0.767 -1.402
C -1.757 0.100 0.016
C -1.544 0.818 -2.332
N -1.257 -0.333 -1.415
O 1.291 1.299 -1.286
O -2.380 -2.056 0.896
O 1.384 0.033 0.517
O -0.418 -1.217 1.614
I 4.250 2.230 3.621
H 1.649 -1.027 3.812
H 3.314 1.508 1.110
H 0.325 -0.970 -2.472
H 0.272 -1.751 -1.040
H -2.788 0.213 0.101
H -0.964 0.886 0.366
H -0.754 1.500 -2.011
H -1.479 0.402 -3.267
H -2.557 1.210 -2.173
H -2.020 -0.945 -1.623
```

Properties
Net charge: +1
Total energy in eV: -25864.7108
ΔE to the lowest compared entry with this formula, charge and spin in kJ/mol: 660.32
Multiplicity: 1
Orbital gap (spin up / spin down) in Ha: 0.250 / 0.239


# 4
# C7H10BN

An isolated molecule of C7H10BN (the ωB97M-V functional and the def2-TZVPD basis, the OMol25 dataset).

Geometry as XYZ:
```
19
Properties=species:S:1:pos:R:3
B 2.415 0.407 0.419
C -2.701 0.435 -0.234
C -1.879 1.375 0.361
C -2.318 -0.898 -0.384
C -0.611 0.971 0.611
C -0.965 -1.223 -0.191
C -0.079 -0.314 0.290
C 2.558 -0.046 -1.058
N 1.251 -0.614 0.697
H 3.315 -0.069 1.131
H 2.210 1.494 0.720
H -3.763 0.678 -0.399
H -2.098 2.431 0.429
H -2.994 -1.741 -0.410
H 0.121 1.636 1.144
H -0.600 -2.140 -0.462
H 3.050 -0.861 -1.518
H 1.577 -0.031 -1.515
H 1.511 -1.491 0.368
```

Properties
Total energy in eV: -9584.0374
ΔE to the lowest compared entry with this formula, charge and spin in kJ/mol: 316.81
Multiplicity: 1
Orbital gap (spin up / spin down) in Ha: 0.258 / 0.263


# 5
# C7H10Br6Cl3CuO2

C7H10Br6Cl3CuO2 as an isolated structure (the ωB97M-V functional and the def2-TZVPD basis, the OMol25 dataset).

Geometry as XYZ:
```
29
Properties=species:S:1:pos:R:3
Cu 1.980 -1.885 -0.159
Cl 0.154 -1.175 -0.593
O 2.551 -0.784 0.726
C 2.077 0.243 1.270
O 2.636 0.871 2.251
C 1.854 1.954 2.722
C 0.591 2.064 1.815
C 0.832 0.960 0.801
H 2.427 2.879 2.656
H 1.596 1.762 3.764
H 0.610 3.043 1.336
H -0.325 1.979 2.399
H 1.027 1.292 -0.219
H -0.026 0.288 0.786
C 0.947 -0.914 -3.557
Cl -0.464 0.052 -3.883
Cl 2.394 -0.372 -4.505
H 1.208 -0.857 -2.500
H 0.706 -1.957 -3.762
C -1.826 -0.473 1.626
Br -0.917 0.230 3.258
Br -3.338 0.774 1.120
Br -2.540 -2.264 2.091
H -1.191 -0.657 0.759
C -2.506 -1.366 -2.029
Br -3.484 0.066 -3.039
Br -1.919 -3.000 -3.104
Br -3.508 -1.798 -0.318
H -1.549 -0.953 -1.712
```

Properties
Net charge: +1
Total energy in eV: -513962.9450
Multiplicity: 2
Orbital gap (spin up / spin down) in Ha: 0.260 / 0.132
<S²>: 0.756


# 6
# C7H10Cl2N2O3

A 2-piece molecular cluster, C7H10Cl2N2O3 overall (the ωB97M-V functional and the def2-TZVPD basis, the OMol25 dataset).

Geometry as XYZ:
```
24
Properties=species:S:1:pos:R:3
C 2.004 -3.155 -0.063
C -0.269 -0.828 -1.388
C 0.060 0.102 -0.267
C -0.879 1.264 -0.066
C -0.391 2.581 0.527
C -2.094 1.326 -0.939
C 2.020 -0.120 1.170
N 1.073 -3.868 -0.301
N -0.742 0.152 0.900
O 3.035 -2.697 0.192
O -1.353 -1.226 -1.699
O 1.427 0.213 -0.156
Cl -0.621 -3.871 -0.421
Cl -2.038 -0.806 1.420
H 0.594 -1.176 -1.967
H -0.566 3.376 -0.129
H 0.618 2.479 0.869
H -1.048 2.648 1.404
H -2.848 0.649 -0.791
H -1.755 1.451 -2.070
H -2.563 2.258 -0.562
H 1.287 -0.786 1.631
H 2.208 0.731 1.794
H 2.839 -0.695 0.912
```

Properties
Total energy in eV: -41583.3844
SMILES string: CO[C@@]1(C=O)N(Cl)C1(C)C.O=C=NCl
ΔE to the lowest compared entry with this formula, charge and spin in kJ/mol: 344.31
Multiplicity: 1
Orbital gap in Ha: 0.343


# 7
# C7H10Cl3N6O3Pd

C7H10Cl3N6O3Pd as an isolated structure (the ωB97M-V functional and the def2-TZVPD basis, the OMol25 dataset).

Geometry as XYZ:
```
30
Properties=species:S:1:pos:R:3
Pd 0.609 -1.323 -0.489
Cl 4.869 4.326 1.062
C 3.571 3.318 0.467
C 3.773 1.939 0.613
C 2.876 1.055 0.152
Cl 3.135 -0.647 0.415
C 1.688 1.490 -0.534
O 0.802 0.713 -1.063
C 1.470 2.929 -0.504
Cl -0.054 3.480 -1.146
C 2.404 3.817 -0.046
H 4.642 1.507 1.108
H 2.068 4.889 0.122
N -2.162 -2.983 -0.888
N -3.116 -1.994 -0.598
C -2.830 -0.807 0.027
N -3.879 -0.001 0.089
N -1.549 -0.542 0.338
N -1.335 0.524 1.168
O -0.164 0.658 1.439
O -2.205 1.255 1.627
H -2.015 -2.985 -1.851
H -2.650 -3.834 -0.653
H -3.850 -1.997 -1.321
H -4.724 -0.586 0.054
H -3.741 0.885 0.475
N 0.637 -3.492 -0.032
H 0.051 -3.748 0.750
H 1.511 -3.949 0.110
H 0.169 -3.899 -0.890
```

Properties
Net charge: +1
Total energy in eV: -63540.7223
ΔE to the lowest compared entry with this formula, charge and spin in kJ/mol: 9.64
Multiplicity: 3
Orbital gap (spin up / spin down) in Ha: 0.328 / 0.230
<S²>: 2.036


# 8
# C7H10ClNO2

An isolated molecule of C7H10ClNO2 (the ωB97M-V functional and the def2-TZVPD basis, the OMol25 dataset).

Geometry as XYZ:
```
21
Properties=species:S:1:pos:R:3
C -2.557 1.208 -0.209
C 0.568 -1.527 -0.789
C -0.662 -0.718 -1.222
C 1.898 0.623 0.037
C 0.973 1.264 1.033
C 1.250 -0.748 0.426
C -1.458 -0.116 -0.027
N 0.343 -0.024 1.280
O -3.194 1.020 -1.233
O -2.493 1.995 0.700
Cl -2.393 -1.354 0.801
H 0.313 -2.544 -0.385
H 1.137 -1.520 -1.649
H -0.410 0.128 -1.904
H -1.471 -1.389 -1.842
H 1.742 1.012 -0.997
H 3.003 0.582 0.132
H 1.372 1.670 2.026
H 0.252 2.181 0.734
H 1.869 -1.515 0.951
H -0.081 -0.227 2.139
```

Properties
Total energy in eV: -25522.7145
ΔE to the lowest compared entry with this formula, charge and spin in kJ/mol: 0.00
Multiplicity: 3
Orbital gap (spin up / spin down) in Ha: 0.283 / 0.227
<S²>: 2.012


# 9
# C7H10F2

An isolated molecule of C7H10F2 (the ωB97M-V functional and the def2-TZVPD basis, the OMol25 dataset).

Geometry as XYZ:
```
19
Properties=species:S:1:pos:R:3
C 0.861 -0.263 1.078
C -0.175 0.848 1.224
C -1.607 -1.573 0.345
C -0.486 -0.367 0.500
C -1.071 -0.754 -0.770
C 0.090 2.251 0.543
C -0.319 -1.359 -1.971
F -2.842 -1.294 0.766
F -1.962 0.274 -1.292
H 1.727 0.123 0.558
H 1.126 -0.940 1.892
H -0.670 1.141 2.224
H -1.280 -2.652 0.502
H 0.474 2.105 -0.533
H 1.088 2.424 0.869
H -0.622 3.084 0.550
H 0.444 -1.994 -1.628
H 0.008 -0.549 -2.496
H -1.122 -1.871 -2.473
```

Properties
Total energy in eV: -12852.5257
SMILES string: C[C@@H]1C[C@@]12[C@@H](F)[C@@]2(C)F
ΔE to the lowest compared entry with this formula, charge and spin in kJ/mol: 313.81
Multiplicity: 1
Orbital gap in Ha: 0.386


# 10
# C7H10I3P

C7H10I3P as an isolated structure (the ωB97M-V functional and the def2-TZVPD basis, the OMol25 dataset).

Geometry as XYZ:
```
21
Properties=species:S:1:pos:R:3
C -0.680 0.370 -0.741
C -0.807 -0.614 0.261
C 0.610 0.458 -1.393
C 0.358 -1.623 0.475
C 2.092 0.696 0.102
C -1.576 1.540 -0.867
C -1.827 -0.751 1.279
P 1.826 -0.736 1.276
I 3.829 1.079 -1.040
I 1.432 2.343 1.196
I 3.620 -2.373 0.594
H 1.196 -0.452 -1.881
H 0.677 1.400 -1.961
H 0.273 -2.395 1.274
H 0.681 -2.052 -0.407
H -2.030 1.788 0.070
H -2.319 1.552 -1.746
H -0.946 2.339 -1.233
H -2.810 -0.153 1.138
H -1.352 -0.680 2.283
H -2.245 -1.737 1.321
```

Properties
Total energy in eV: -41009.5249
ΔE to the lowest compared entry with this formula, charge and spin in kJ/mol: 30.27
Multiplicity: 1
Orbital gap in Ha: 0.287


# 11
# C7H10IN2O

C7H10IN2O as an isolated structure (the ωB97M-V functional and the def2-TZVPD basis, the OMol25 dataset).

Geometry as XYZ:
```
21
Properties=species:S:1:pos:R:3
C 2.071 0.633 1.166
C 1.737 0.461 -0.464
O 1.236 -0.915 -0.620
C -0.217 -0.960 -0.847
C -1.136 -0.501 0.430
C -1.551 -1.754 1.438
N -1.597 -2.949 1.989
C -2.565 0.072 -0.224
C -2.288 1.650 -0.636
N -2.207 2.911 -1.007
H 1.641 1.679 1.493
H 1.393 -0.178 1.702
H 3.203 0.475 1.417
H 2.787 0.620 -1.009
H 1.018 1.292 -0.870
H -0.590 -0.355 -1.778
H -0.495 -2.098 -1.067
H -0.706 0.400 1.053
H -3.441 -0.045 0.546
H -2.754 -0.615 -1.172
I 4.459 0.174 -1.541
```

Properties
Net charge: -1
Total energy in eV: -20544.0635
ΔE to the lowest compared entry with this formula, charge and spin in kJ/mol: 375.77
Multiplicity: 1
Orbital gap in Ha: 0.198


# 12
# C7H10INSi

An isolated molecule of C7H10INSi (the ωB97M-V functional and the def2-TZVPD basis, the OMol25 dataset).

Geometry as XYZ:
```
20
Properties=species:S:1:pos:R:3
C -2.206 -2.856 -0.015
C -2.396 -1.898 0.969
C -1.080 -2.737 -0.809
C -1.518 -0.813 1.119
C -0.248 -1.683 -0.739
C -0.513 -0.621 0.245
C 2.342 2.763 0.313
N 0.316 0.486 0.337
Si 1.756 0.754 -0.484
I 3.565 -0.751 0.068
H -2.734 -3.803 -0.112
H -3.003 -1.910 1.785
H -0.835 -3.552 -1.522
H -1.570 -0.182 2.064
H 0.699 -1.733 -1.308
H 3.286 3.203 0.463
H 1.693 3.455 -0.355
H 1.755 2.755 1.177
H 0.231 0.928 1.226
H 1.296 0.832 -1.826
```

Properties
Total energy in eV: -24889.8469
SMILES string: C[Si@@H](I)Nc1ccccc1
ΔE to the lowest compared entry with this formula, charge and spin in kJ/mol: 8.67
Multiplicity: 1
Orbital gap in Ha: 0.329